(1)
{"formula": "C47H49N8O3PScSe2Si", "method": "the ωB97M-V functional and the def2-TZVPD basis", "charge": -1, "multiplicity": 1, "fmax_ev_per_a": 0.72, "e_tot_ev": -236162.9326, "homo_energy_ev": -4.84, "relative_energy_ev": 0.615, "homo_lumo_gap_ha": 0.2667, "elements": ["Sc", "C", "O", "C", "C", "C", "C", "C", "C", "N", "N", "C", "O", "C", "C", "C", "C", "C", "C", "C", "O", "H", "H", "H", "H", "H", "H", "H", "H", "H", "H", "H", "H", "C", "Si", "C", "N", "C", "C", "C", "C", "C", "C", "C", "C", "C", "C", "C", "C", "C", "C", "C", "C", "C", "H", "H", "H", "H", "H", "H", "H", "H", "H", "H", "H", "H", "H", "H", "H", "H", "H", "H", "H", "H", "H", "H", "H", "H", "Se", "P", "Se", "C", "C", "C", "C", "C", "C", "C", "C", "C", "C", "C", "C", "H", "H", "H", "H", "H", "H", "H", "H", "H", "H", "N", "N", "N", "C", "N", "N", "H", "H", "H"], "xyz": [[0.13908, -0.61283, 0.80631], [-0.29483, -4.98305, -0.05739], [-1.69336, -4.75461, 0.14569], [-2.05904, -4.27362, 1.37516], [-3.05458, -4.92154, 2.07174], [-3.50995, -4.43304, 3.29989], [-2.94771, -3.28657, 3.81504], [-1.95678, -2.59073, 3.11138], [-1.45224, -1.34911, 3.65861], [-0.78595, -0.48019, 2.99592], [-0.37409, 0.62028, 3.75259], [0.52636, 1.27081, 3.07229], [0.94679, 0.93480, 1.90683], [1.12325, 2.50127, 3.65920], [0.55206, 3.13939, 4.75639], [1.11659, 4.30464, 5.25312], [2.25972, 4.83189, 4.66397], [2.83474, 4.19116, 3.57394], [2.26631, 3.03143, 3.06692], [-1.48910, -3.06884, 1.86645], [-0.57633, -2.45811, 1.18040], [-0.16307, -6.03722, -0.31065], [0.28477, -4.74240, 0.83168], [0.06167, -4.36080, -0.87705], [-3.47338, -5.82138, 1.63712], [-4.28813, -4.95840, 3.83796], [-3.28460, -2.88992, 4.76701], [-1.65826, -1.13547, 4.70903], [-0.33550, 2.71180, 5.20359], [0.66445, 4.80472, 6.10092], [2.69939, 5.74185, 5.05395], [3.72577, 4.59758, 3.11143], [2.68022, 2.52833, 2.20015], [-0.20094, -1.11345, -1.38421], [-1.68460, -0.50841, -2.22175], [-3.08462, -0.35178, -0.96163], [-2.63002, 0.00522, 0.39490], [-2.33719, 1.45519, 0.52161], [-3.38324, 2.24602, 1.30735], [-4.79596, 1.81665, 0.92407], [-4.99041, 0.30612, 1.17411], [-3.64671, -0.40168, 1.37652], [-2.39803, -1.66517, -3.54766], [-2.86754, -2.92709, -3.16592], [-3.30020, -3.85356, -4.10378], [-3.26819, -3.54039, -5.45708], [-2.79681, -2.29967, -5.86015], [-2.36673, -1.37705, -4.91307], [-1.38491, 1.14440, -3.10344], [-2.42757, 1.96475, -3.54033], [-2.18385, 3.13133, -4.25333], [-0.87598, 3.50069, -4.54954], [0.17661, 2.70673, -4.11434], [-0.07956, 1.54529, -3.39809], [0.69086, -1.02803, -2.00818], [-0.37251, -2.18329, -1.20438], [-3.56731, -1.33406, -0.90968], [-3.86274, 0.33620, -1.32932], [-2.25225, 1.86880, -0.48559], [-1.36422, 1.60570, 0.99462], [-3.22926, 3.31067, 1.11352], [-3.23109, 2.10271, 2.38121], [-4.96083, 2.04715, -0.13283], [-5.53177, 2.39732, 1.48437], [-5.52162, -0.14705, 0.33472], [-5.60863, 0.13316, 2.05900], [-3.77321, -1.48299, 1.32287], [-3.26267, -0.18068, 2.36958], [-2.87150, -3.21129, -2.11632], [-3.65385, -4.82454, -3.77739], [-3.60193, -4.26309, -6.19227], [-2.76002, -2.04869, -6.91403], [-2.00121, -0.41185, -5.24698], [-3.45615, 1.68396, -3.33277], [-3.01212, 3.74483, -4.58996], [-0.68021, 4.39734, -5.12878], [1.19928, 2.99208, -4.33085], [0.75400, 0.94375, -3.05015], [2.68691, 0.68528, -0.71354], [3.70368, -0.87154, 0.34902], [2.56178, -1.86558, 1.88246], [5.23415, -0.14531, 1.04808], [5.36423, 0.04118, 2.41853], [6.47648, 0.69451, 2.93450], [7.46970, 1.15698, 2.08509], [7.34643, 0.96704, 0.71390], [6.23178, 0.32638, 0.19806], [4.33611, -2.12677, -0.83240], [4.39944, -3.47043, -0.47881], [4.85394, -4.41424, -1.38957], [5.24677, -4.02380, -2.66159], [5.17836, -2.68509, -3.02236], [4.71643, -1.74264, -2.11545], [4.58444, -0.32269, 3.07638], [6.56089, 0.84309, 4.00398], [8.33684, 1.66704, 2.48668], [8.11770, 1.32672, 0.04368], [6.13363, 0.20230, -0.87302], [4.07611, -3.77178, 0.50935], [4.88785, -5.45899, -1.10607], [5.58740, -4.76267, -3.37666], [5.46455, -2.37489, -4.01979], [4.60322, -0.70670, -2.41229], [-1.55763, 5.78974, -1.89360], [-0.91771, 5.06153, -0.89626], [-0.56877, 5.58266, 0.25450], [-0.09181, 4.50487, 0.87629], [-0.16670, 3.40335, 0.11689], [-0.70072, 3.78284, -1.01952], [-1.05028, 6.66281, -1.99125], [-1.45020, 5.23613, -2.74120], [0.31817, 4.52430, 1.87174]], "atomic_forces_ev_per_a": [[0.0, -0.6, 0.4], [0.0, 0.0, 0.0], [0.0, 0.0, 0.0], [0.0, 0.1, 0.0], [0.0, 0.0, 0.0], [0.0, 0.0, 0.0], [0.0, 0.0, 0.0], [0.0, 0.0, -0.1], [0.1, 0.0, 0.1], [0.1, 0.0, 0.0], [0.0, 0.0, 0.0], [-0.1, 0.0, -0.1], [-0.2, 0.4, -0.1], [0.0, 0.0, 0.1], [0.0, 0.0, 0.0], [0.0, 0.0, 0.0], [0.0, 0.0, 0.0], [0.0, 0.0, 0.0], [0.0, 0.0, 0.0], [0.0, 0.0, 0.1], [-0.1, -0.1, -0.1], [0.0, 0.0, 0.0], [0.0, 0.0, 0.0], [0.0, 0.0, 0.0], [0.0, 0.0, 0.0], [0.0, 0.0, 0.0], [0.0, 0.0, 0.0], [0.0, 0.0, 0.0], [0.0, 0.0, 0.0], [0.0, 0.0, 0.0], [0.0, 0.0, 0.0], [0.0, 0.0, 0.0], [0.0, 0.0, 0.0], [-0.1, 0.0, -0.1], [0.1, 0.1, -0.1], [0.0, 0.0, 0.0], [0.0, -0.1, 0.1], [0.0, -0.1, -0.1], [0.0, 0.0, 0.0], [0.0, 0.0, 0.0], [0.0, 0.0, 0.0], [0.0, 0.1, 0.0], [0.1, 0.0, 0.0], [0.0, 0.0, 0.0], [0.0, 0.0, 0.0], [0.0, 0.0, 0.0], [0.0, 0.0, 0.0], [-0.1, 0.0, 0.0], [0.0, 0.0, 0.0], [0.0, 0.0, 0.0], [0.0, 0.0, 0.0], [0.0, 0.0, 0.0], [0.0, 0.0, 0.0], [0.0, 0.0, 0.0], [0.0, 0.0, 0.0], [0.0, 0.0, 0.0], [0.1, 0.0, 0.0], [0.0, 0.0, 0.0], [0.0, 0.0, 0.0], [0.0, 0.0, 0.0], [0.0, 0.0, 0.0], [0.0, 0.0, 0.0], [0.0, 0.0, 0.0], [0.0, 0.0, 0.0], [0.0, 0.0, 0.0], [0.0, 0.0, 0.0], [0.0, 0.0, 0.0], [0.0, 0.0, 0.0], [0.0, 0.0, 0.0], [0.0, 0.0, 0.0], [0.0, 0.0, 0.0], [0.0, 0.0, 0.0], [0.0, 0.0, 0.0], [0.0, 0.0, 0.0], [0.0, 0.0, 0.0], [0.0, 0.0, 0.0], [0.0, 0.0, 0.0], [0.0, 0.0, 0.0], [0.1, 0.0, 0.0], [0.1, 0.1, -0.1], [-0.1, -0.1, -0.1], [0.0, 0.0, 0.1], [0.0, 0.0, 0.0], [0.0, 0.0, 0.0], [0.0, 0.0, 0.0], [0.0, 0.0, 0.0], [0.0, 0.0, 0.0], [-0.1, 0.0, 0.0], [0.1, 0.0, 0.0], [0.0, 0.0, 0.0], [0.0, 0.0, 0.0], [0.0, 0.0, 0.0], [0.0, 0.0, 0.0], [0.0, 0.0, 0.0], [0.0, 0.0, 0.0], [0.0, 0.0, 0.0], [0.0, 0.0, 0.0], [0.0, 0.0, 0.0], [0.0, 0.0, 0.0], [0.0, 0.0, 0.0], [0.0, 0.0, 0.0], [0.0, 0.0, 0.0], [0.0, 0.0, 0.0], [0.0, 0.1, 0.0], [0.0, 0.0, 0.0], [-0.1, 0.0, 0.0], [0.1, 0.0, -0.1], [0.2, 0.2, 0.0], [0.0, 0.1, 0.0], [0.0, 0.0, 0.0], [0.0, -0.1, 0.0], [0.0, 0.0, 0.0]]}

=====

(2)
{"formula": "C47H50FeN2O4PTe", "method": "the ωB97M-V functional and the def2-TZVPD basis", "charge": 0, "multiplicity": 6, "fmax_ev_per_a": 3.04, "e_tot_ev": -111687.1343, "homo_energy_ev": [-7.29, -7.28], "relative_energy_ev": 2.130, "homo_lumo_gap_ha": [0.2771, 0.2236], "elements": ["Fe", "N", "C", "C", "C", "C", "C", "C", "P", "C", "C", "C", "C", "C", "C", "C", "C", "C", "C", "C", "C", "H", "H", "H", "H", "H", "H", "H", "H", "H", "H", "H", "H", "H", "H", "H", "H", "C", "C", "C", "O", "C", "O", "O", "H", "H", "H", "H", "H", "H", "H", "C", "C", "C", "C", "C", "C", "Te", "N", "C", "O", "C", "C", "C", "C", "C", "C", "C", "C", "C", "C", "C", "C", "C", "C", "C", "C", "C", "C", "H", "H", "H", "H", "H", "H", "H", "H", "H", "H", "H", "H", "H", "H", "H", "H", "H", "H", "H", "H", "H", "H", "H", "H", "H", "H", "H"], "xyz": [[-21.01477, 11.87446, 2.75268], [-19.93002, 10.50606, 1.03233], [-19.35091, 11.29439, -0.02565], [-20.12329, 12.26255, -0.63706], [-19.62100, 12.97724, -1.74327], [-18.19978, 12.94165, -1.98553], [-17.42997, 12.11842, -1.20647], [-17.98087, 11.14850, -0.31528], [-16.90953, 9.96944, 0.55126], [-16.74075, 8.75614, -0.74631], [-16.19504, 7.56213, -0.24493], [-16.20504, 6.41124, -1.03895], [-16.70250, 6.49684, -2.32383], [-17.27266, 7.64345, -2.83735], [-17.25507, 8.80698, -2.04495], [-15.15135, 10.35305, 0.61207], [-14.46150, 10.69385, -0.56124], [-13.21910, 11.30343, -0.48446], [-12.64319, 11.57249, 0.77095], [-13.26679, 11.14535, 1.95801], [-14.50837, 10.54266, 1.86060], [-20.56788, 9.72986, 0.71287], [-19.15326, 10.05071, 1.46123], [-21.10804, 12.43948, -0.22778], [-20.27149, 13.65024, -2.33637], [-17.78305, 13.44947, -2.84335], [-16.31667, 12.22596, -1.29712], [-15.88812, 7.46584, 0.79674], [-15.97120, 5.42181, -0.60994], [-16.60021, 5.65210, -3.01143], [-17.75846, 7.64125, -3.79854], [-17.72900, 9.69374, -2.40341], [-14.95815, 10.49455, -1.49842], [-12.67674, 11.51223, -1.37188], [-11.82138, 12.24631, 0.82567], [-12.78619, 11.15716, 2.93449], [-15.12754, 10.30589, 2.74026], [-19.43520, 12.30602, 5.67062], [-18.93612, 11.31070, 4.64250], [-17.85519, 10.33052, 5.19420], [-20.14692, 10.52314, 4.28047], [-18.46701, 12.13509, 3.40308], [-17.32882, 11.97320, 2.99715], [-19.44041, 12.96430, 2.95658], [-19.92683, 11.84135, 6.52668], [-20.10588, 13.09490, 5.25956], [-18.48226, 12.76101, 5.93426], [-18.19157, 9.84875, 6.13547], [-16.92111, 10.86373, 5.33310], [-17.76527, 9.53034, 4.44546], [-20.58459, 10.21602, 5.10248], [-28.48092, 8.99950, -4.77390], [-27.39572, 9.55310, -3.93956], [-27.01019, 10.87064, -4.01550], [-25.98527, 11.44656, -3.19561], [-25.61934, 12.87796, -3.47382], [-25.50008, 10.72421, -2.14901], [-24.41044, 11.70091, -0.51412], [-22.77071, 11.78828, 1.78423], [-23.37377, 11.82225, 2.95789], [-22.61614, 12.04756, 4.00387], [-24.82192, 11.66345, 3.31580], [-25.45914, 12.63222, 4.17815], [-26.80580, 12.66635, 4.18716], [-27.58596, 11.72950, 3.52938], [-26.94427, 10.69758, 2.82570], [-25.55066, 10.63388, 2.77801], [-25.92682, 13.29382, -0.37097], [-27.32155, 13.01702, -0.37972], [-28.01481, 11.64776, -0.38166], [-28.25559, 14.03883, -0.64674], [-27.80278, 15.31132, -0.96134], [-28.79212, 16.26051, -1.55336], [-26.46269, 15.57514, -0.78033], [-25.54443, 14.61232, -0.46208], [-24.02522, 15.02222, -0.44175], [-25.79644, 9.34050, -2.07225], [-25.10329, 8.45793, -1.11869], [-26.70318, 8.81772, -2.97873], [-29.23064, 8.30713, -4.17366], [-28.04878, 8.33569, -5.57227], [-29.03831, 9.77094, -5.33780], [-27.53812, 11.51116, -4.74739], [-25.59673, 13.16768, -4.53525], [-24.57083, 13.11205, -3.17323], [-26.31224, 13.55424, -3.08460], [-24.88146, 13.29243, 4.75979], [-27.36793, 13.37885, 4.80477], [-28.66000, 11.73616, 3.51242], [-27.53364, 10.01284, 2.20587], [-25.09989, 9.82246, 2.23800], [-28.46153, 11.40404, -1.36425], [-28.84077, 11.60368, 0.35685], [-27.33552, 10.86838, -0.14196], [-29.33498, 13.79560, -0.75178], [-28.92189, 17.09346, -0.88348], [-29.73565, 15.73209, -1.61515], [-28.45080, 16.61508, -2.57440], [-26.13867, 16.62963, -0.93384], [-23.87116, 16.11472, -0.41803], [-23.49099, 14.62999, -1.34335], [-23.65764, 14.58681, 0.50557], [-24.02017, 8.44625, -1.26048], [-25.47229, 7.37774, -1.22763], [-25.26114, 8.75993, -0.06581], [-26.88666, 7.70766, -2.97971]], "atomic_forces_ev_per_a": [[-0.4, -0.9, -0.5], [-1.4, -0.4, -0.1], [0.8, -0.5, 0.3], [0.1, 0.5, -1.3], [1.1, 0.2, 0.5], [-2.6, -0.4, -0.1], [1.2, -0.8, 0.4], [0.7, 2.7, -0.6], [-0.7, -0.9, 0.9], [-0.2, -1.2, -0.3], [-0.5, -1.1, -0.7], [0.0, 0.2, 0.9], [0.1, -0.8, -1.3], [0.4, 0.9, 1.0], [-0.1, -1.1, 0.3], [0.9, 1.9, 0.3], [-0.1, -0.2, 0.7], [-0.1, -0.4, 1.3], [-1.2, -0.2, 0.1], [0.2, -0.6, -0.7], [-1.6, -0.1, -0.4], [0.7, 1.3, 0.2], [0.7, -0.7, 0.7], [-0.3, -0.1, -0.4], [0.5, -0.5, 0.5], [0.1, 0.4, 0.2], [-1.2, -0.5, 0.0], [0.0, 0.3, -0.2], [0.3, 0.7, -0.3], [-0.3, 0.0, 0.5], [0.2, 0.1, -0.3], [-0.2, 0.5, -0.1], [0.2, 0.0, -0.3], [0.3, 0.5, -0.7], [1.0, -0.1, 0.0], [0.0, 0.6, -0.3], [0.6, 0.1, -0.3], [0.6, 0.8, -0.2], [-0.9, -0.8, 1.1], [-1.3, 0.1, -0.6], [0.4, -0.1, -0.6], [-0.7, 0.0, -0.3], [-1.2, 0.8, 0.0], [1.9, -1.3, 0.0], [0.3, -0.1, 0.1], [0.5, -0.8, 0.2], [-0.2, 0.6, 0.8], [0.1, 0.5, -0.4], [0.1, -0.1, 0.0], [0.4, 0.3, 0.2], [0.2, 0.5, -0.7], [-1.4, -2.1, -0.6], [0.6, 1.0, 1.1], [0.2, 1.0, -0.5], [-1.6, 0.5, -1.5], [2.0, -0.3, -1.2], [0.8, -0.4, 1.0], [-1.2, 0.1, -0.8], [-0.4, 0.2, 1.5], [0.3, 0.0, 0.6], [0.6, 0.3, -0.1], [0.2, 0.8, 0.4], [1.4, -1.7, -2.0], [-2.3, 0.4, 1.3], [0.9, -1.5, -1.3], [-0.7, 0.4, 0.2], [-1.1, 0.3, -0.5], [-1.1, -1.6, 0.2], [-0.9, -0.5, -0.6], [-0.2, 0.4, 0.2], [0.7, -0.2, -0.2], [-0.7, -0.8, 0.1], [0.7, 0.3, -0.7], [-0.2, 2.1, -0.2], [2.6, 0.9, -0.7], [-1.1, -0.5, 0.2], [-0.4, 0.8, -0.9], [-0.3, -2.0, 1.0], [-0.2, -2.2, 0.0], [1.5, 1.6, -1.1], [-0.3, 0.4, 0.7], [0.2, -0.3, 0.6], [0.5, -0.2, 0.4], [-0.2, -0.8, -0.1], [-0.9, -0.1, 0.4], [-1.0, 1.2, 1.2], [0.7, 0.8, 0.3], [0.5, 0.0, -0.2], [-0.3, 0.3, 0.2], [0.2, 0.0, 0.6], [0.4, 0.0, -0.3], [0.3, 0.3, 0.3], [0.4, 0.2, -0.3], [0.6, -0.8, 0.2], [0.9, 0.1, 0.1], [-0.1, 0.7, 0.0], [-0.3, 0.2, -0.3], [-0.5, -0.3, 1.2], [0.0, -0.9, 0.0], [-0.3, -0.5, 0.1], [-0.4, 0.1, 0.9], [0.5, 0.2, -0.6], [0.0, 0.0, -0.1], [0.5, 1.5, 0.2], [0.0, -0.1, -0.4], [0.2, 1.1, 0.3]]}